Computed, not measured: C13H16N2O6 in the gas phase in a non-equilibrium geometry, with the ωB97M-V functional and the def2-TZVPD basis.

Values from the calculation:
LUMO	0.380	eV
net charge	0
E_tot	-1065.8216	a.u.
HOMO level	-8.97	eV
M	296.279	g/mol
structure (SMILES)	N[C@@H](CC(=O)O)C(=O)N[C@@H](Cc1ccc(O)cc1)C(=O)O
energy relative to the best compared isomer or geometry (same formula, charge and spin)	519.31	kJ/mol

Atoms and positions in Å:
N -0.050 -3.298 -0.829
C 0.702 -2.663 0.271
C 1.120 -3.670 1.321
C 1.857 -3.029 2.476
O 1.171 -2.701 3.433
O 3.066 -2.463 2.319
C 1.925 -2.098 -0.517
O 2.725 -2.769 -1.213
N 1.910 -0.749 -0.771
C 0.862 0.226 -0.324
C -0.572 0.158 -0.879
C -1.206 1.568 -0.916
C -0.652 2.744 -1.463
C -1.193 4.049 -1.317
C -2.501 4.276 -1.030
O -3.299 5.425 -1.170
C -3.109 3.064 -0.593
C -2.537 1.773 -0.433
C 0.806 0.227 1.210
O 1.142 -0.687 1.858
O -0.140 1.133 1.588
H -0.193 -2.704 -1.619
H 0.602 -4.041 -1.396
H 0.184 -2.001 0.899
H 0.314 -4.293 1.793
H 1.883 -4.324 0.891
H 3.409 -2.027 3.105
H 2.504 -0.320 -1.336
H 1.088 1.213 -0.669
H -1.057 -0.869 -0.407
H -0.554 0.000 -1.993
H 0.258 2.524 -1.927
H -0.501 4.883 -1.504
H -2.672 6.259 -0.997
H -4.221 2.895 -0.495
H -3.041 1.000 0.123
H -0.032 1.291 2.509

Mulliken atomic charge list, values in e, 8 entries: N -0.803; C 0.364; C -1.249; C 0.554; O -0.564; O -0.446; C 0.273; O -0.714

=====

Computed, not measured: a molecular structure, C15H14CdF6N2O12P2S4, with the ωB97M-V functional and the def2-TZVPD basis.

Values from the calculation:
LUMO	3.375	eV
net charge	-2
E_tot	-4635.1315	a.u.
HOMO level	-2.95	eV
M	830.895	g/mol
energy relative to the best compared isomer or geometry (same formula, charge and spin)	27.88	kJ/mol

Atoms and positions in Å:
Cd 1.632 0.702 0.961
C 1.108 -0.862 5.626
C 0.226 -1.112 4.426
O -0.962 -1.796 4.838
P 1.058 -2.102 3.116
O 1.989 -3.207 3.784
O -0.058 -2.948 2.387
O 1.871 -1.241 2.232
P -0.264 0.399 3.465
O -1.192 1.225 4.519
O -1.121 -0.192 2.397
O 0.929 1.263 3.162
H 1.377 -1.803 6.108
H 0.565 -0.237 6.337
H 2.015 -0.341 5.318
H -1.610 -1.642 4.135
H 2.884 -3.092 3.411
H -0.397 -2.431 1.635
H -0.763 2.077 4.642
F 2.965 -0.693 -2.121
C 2.473 -1.890 -2.407
F 3.405 -2.594 -3.061
F 1.425 -1.736 -3.225
S 1.899 -2.795 -0.910
O 0.937 -1.893 -0.336
O 1.440 -4.044 -1.448
N 3.169 -3.087 -0.032
S 4.102 -2.109 0.769
O 4.353 -2.604 2.098
O 3.922 -0.693 0.538
C 5.684 -2.463 -0.076
F 6.669 -1.799 0.529
F 5.642 -2.084 -1.353
F 5.975 -3.764 -0.035
C -6.871 1.255 -5.113
C -6.474 2.394 -4.213
O -6.951 2.586 -3.135
S -5.140 3.466 -4.891
C -3.842 2.981 -3.768
C -2.809 2.178 -4.247
C -1.795 1.770 -3.398
C -1.792 2.143 -2.048
C -2.844 2.944 -1.584
C -3.853 3.367 -2.432
C -0.744 1.717 -1.176
C 0.163 1.346 -0.458
H -7.793 0.794 -4.764
H -6.061 0.522 -5.088
H -6.966 1.601 -6.141
H -2.803 1.882 -5.288
H -0.990 1.147 -3.763
H -2.853 3.230 -0.540
H -4.659 3.984 -2.060
S 4.776 4.635 0.781
C 3.816 3.294 0.904
N 3.138 2.352 0.992

Mulliken atomic charge list, values in e, 8 entries: Cd 1.893; C -1.872; C 1.098; O -0.627; P 0.695; O -0.585; O -0.582; O -0.579

=====

Computed, not measured: a gas-phase ion, C5H8N3O2 (charge +1) in a non-equilibrium geometry, with the ωB97M-V functional and the def2-TZVPD basis.

Values from the calculation:
LUMO	-4.422	eV
net charge	+1
E_tot	-509.6602	a.u.
HOMO level	-13.91	eV
M	142.138	g/mol
structure (SMILES)	Cc1n([N+](=O)[O-])cc[n+]1C
energy relative to the best compared isomer or geometry (same formula, charge and spin)	449.88	kJ/mol

Atoms and positions in Å:
C -0.163 -1.825 0.204
C 0.038 -0.356 0.063
N 1.254 0.306 0.087
N 2.816 -0.247 -0.043
O 3.278 0.425 -0.850
O 3.041 -1.068 0.742
C 1.018 1.677 -0.049
C -0.377 1.786 -0.142
N -0.911 0.552 -0.088
C -2.246 0.170 -0.167
H 0.789 -2.285 0.735
H -0.188 -2.262 -0.767
H -1.104 -2.055 0.757
H 1.707 2.405 0.057
H -1.107 2.634 -0.244
H -2.963 1.067 -0.124
H -2.382 -0.399 0.786
H -2.500 -0.527 -0.957

Mulliken atomic charge list, values in e, 8 entries: C -1.185; C 0.643; N -0.078; N 1.081; O -0.419; O -0.413; C -0.774; C 0.022

=====

Computed, not measured: 2 unconnected molecules or ions with the total composition C3H10N3OS, with the ωB97M-V functional and the def2-TZVPD basis.

Values from the calculation:
LUMO	3.933	eV
net charge	-1
E_tot	-758.0989	a.u.
HOMO level	-3.42	eV
M	136.200	g/mol
energy relative to the best compared isomer or geometry (same formula, charge and spin)	0.00	kJ/mol

Atoms and positions in Å:
C -1.478 0.900 0.746
C -1.996 -0.317 -0.044
S -0.944 -0.731 -1.492
N -1.411 2.102 -0.080
H -0.471 0.679 1.111
H -2.107 1.108 1.618
H -2.980 -0.048 -0.448
H -2.124 -1.194 0.596
H -2.283 2.586 -0.123
H -1.163 1.841 -1.029
N 2.033 0.246 -0.432
C 2.590 -0.860 0.146
N 2.003 -2.037 -0.269
O 3.536 -0.802 0.927
H 2.478 1.123 -0.255
H 1.052 0.171 -0.727
H 1.018 -1.932 -0.540
H 2.247 -2.836 0.295

Mulliken atomic charge list, values in e, 8 entries: C -0.556; C -0.546; S -0.670; N -0.580; H 0.232; H 0.364; H 0.249; H 0.291

=====

Computed, not measured: 2 unconnected molecules or ions with the total composition C6H5N3O2 in a non-equilibrium geometry, with the ωB97M-V functional and the def2-TZVPD basis.

Values from the calculation:
LUMO (alpha / beta)	0.713 / 0.712	eV
net charge	0
E_tot	-546.1877	a.u.
HOMO level (alpha / beta)	-8.39 / -8.39	eV
M	151.125	g/mol
structure (SMILES)	CC#Cc1nco[n+]1[O-].C#N
energy relative to the best compared isomer or geometry (same formula, charge and spin)	526.56	kJ/mol

Atoms and positions in Å:
C 1.579 2.676 1.486
C 0.900 1.472 1.082
C 0.394 0.437 0.735
C -0.205 -0.760 0.335
N -1.538 -1.002 0.202
C -1.620 -2.231 -0.168
O -0.450 -2.852 -0.297
N 0.510 -1.844 0.046
O 1.688 -2.114 0.033
H 1.646 3.358 0.637
H 2.585 2.424 1.818
H 1.040 3.169 2.295
H -2.527 -2.768 -0.369
C -1.358 0.020 -2.621
N -0.285 -0.343 -2.518
H -2.358 0.357 -2.696

Mulliken atomic charge list, values in e, 8 entries: C -1.134; C 0.286; C -0.268; C 0.435; N -0.517; C 0.047; O -0.350; N 0.863

=====

Computed, not measured: 2 unconnected molecules or ions with the total composition C17H13F3N3O10S2 in a non-equilibrium geometry, with the ωB97M-V functional and the def2-TZVPD basis.

Values from the calculation:
LUMO	0.285	eV
net charge	-1
E_tot	-2668.0189	a.u.
HOMO level	-4.25	eV
M	540.430	g/mol

Atoms and positions in Å:
C 3.410 -3.945 0.003
C 2.665 -2.806 -0.639
O 1.515 -2.505 0.194
C 0.829 -1.402 -0.232
C -0.472 -1.375 0.364
S -1.770 -0.531 -0.370
C -3.139 -1.700 -0.180
C -3.531 -2.464 -1.279
C -4.654 -3.289 -1.177
C -5.344 -3.390 0.033
C -4.916 -2.658 1.142
C -3.801 -1.818 1.045
O -2.130 0.602 0.448
O -1.612 -0.397 -1.798
O 1.310 -0.590 -1.031
H 4.266 -4.200 -0.621
H 3.767 -3.650 0.991
H 2.764 -4.819 0.095
H 3.307 -1.923 -0.702
H 2.314 -3.071 -1.644
H -0.721 -2.134 1.086
H -2.969 -2.402 -2.205
H -4.978 -3.843 -2.055
H -6.216 -4.048 0.110
H -5.448 -2.726 2.090
H -3.453 -1.254 1.905
O 0.314 5.539 1.730
S 0.889 4.304 2.198
O 2.028 4.260 3.075
C -0.485 3.339 3.051
F -0.869 4.016 4.143
F -1.533 3.196 2.218
F -0.035 2.119 3.415
C 1.256 3.277 0.759
C 2.074 2.141 0.884
C 2.648 1.661 -0.287
N 3.694 0.766 -0.464
O 4.264 0.003 0.300
O 3.924 0.715 -1.848
N 3.087 1.566 -2.535
C 2.324 2.143 -1.570
C 1.234 3.082 -1.670
N 0.569 3.391 -2.920
O 0.917 2.836 -3.978
O -0.356 4.237 -2.878
C 0.757 3.663 -0.490
H 2.352 1.687 1.840
H -0.046 4.395 -0.547

Mulliken atomic charge list, values in e, 8 entries: C -1.400; C 0.284; O -0.345; C 0.485; C -0.699; S 1.317; C -0.107; C -0.262